Entry 1:
ORCA calculation (wB97M-V/def2-TZVPD) on a structure of composition C22H20BBiClF4N8O8S in a non-equilibrium geometry.

```
66
Properties=species:S:1:pos:R:3:mulliken_charge:R:1
Bi 0.0620 -0.1560 0.1462 3.049
C 3.9532 2.4201 1.3561 -1.281
C 2.5646 2.2653 1.4320 -0.183
N 2.2080 1.0171 1.1733 -0.119
N 3.3529 0.3405 0.9101 0.199
C 4.4086 1.1634 1.0176 -0.251
B 3.3978 -1.1598 0.5616 -0.526
N 2.5610 -1.3642 -0.7724 1.640
C 2.3178 -0.3355 -1.8435 0.162
C 2.0218 -1.1961 -3.0191 -0.223
C 2.0785 -2.4693 -2.5871 -0.906
N 2.4333 -2.5315 -1.2342 -1.019
N 2.7898 -2.0122 1.6584 -0.142
C 3.3665 -2.9773 2.3982 -0.269
C 2.4162 -3.4844 3.2549 -1.130
C 1.2567 -2.7546 2.9570 -0.234
N 1.4862 -1.8679 2.0021 0.090
H 4.5322 3.3109 1.5223 0.414
H 1.8157 3.0040 1.6652 0.401
H 5.4050 0.7919 0.8474 0.437
H 4.5474 -1.4592 0.3910 -0.153
H 3.2267 0.2809 -1.9522 0.179
H 1.7503 -0.7539 -4.0029 0.646
H 1.8722 -3.3861 -3.1133 0.499
H 4.4026 -3.2334 2.2517 0.434
H 2.5379 -4.2695 3.9803 0.410
H 0.2720 -2.8319 3.3885 0.399
O -0.1452 2.5319 -3.7582 -0.722
Cl -0.0521 1.0728 -4.2793 0.586
O 1.3312 0.7095 -4.9314 -0.791
O 1.2350 0.4476 -1.5537 -0.962
O -1.6470 0.1665 -1.1660 -0.722
F -4.6354 -0.0807 2.7783 -0.249
C -4.0764 -0.9140 1.8800 0.547
F -4.8079 -2.0304 1.8459 -0.233
F -4.1464 -0.3319 0.6839 -0.189
S -2.3338 -1.2753 2.3568 0.925
O -2.4430 -1.8823 3.6564 -0.624
O -1.8328 -2.1123 1.2834 -0.664
O -1.7317 0.0627 2.3383 -0.676
F -3.3153 -3.3504 -5.0162 -0.372
C -2.9006 -2.4899 -4.0472 0.359
C -2.0481 -2.9416 -3.0652 -1.009
C -1.6299 -2.0578 -2.0785 -0.134
C -2.0445 -0.7263 -2.0738 0.351
C -2.9284 -0.3163 -3.0813 -0.561
C -3.3538 -1.1869 -4.0651 -0.473
H -1.7260 -3.9748 -3.0631 0.466
H -0.9970 -2.4411 -1.2802 0.469
H -3.2641 0.7127 -3.0775 0.400
H -4.0282 -0.8634 -4.8462 0.416
N -2.2093 3.3677 3.8457 -0.257
C -1.8285 4.3582 3.0008 0.196
O -1.8926 5.5420 3.2818 -0.665
C -1.3161 3.8867 1.6722 0.034
C -1.3517 4.7199 0.5573 -0.351
C -0.9299 4.2297 -0.6642 -1.100
C -0.5020 2.9123 -0.7563 0.009
N -0.4531 2.1336 0.3255 0.699
C -0.8241 2.6062 1.5171 -0.936
H -2.6250 3.6430 4.7187 0.222
H -2.3553 2.4233 3.5256 0.196
H -1.7156 5.7333 0.6717 0.489
H -0.9483 4.8312 -1.5618 0.546
H -0.2147 2.4867 -1.7101 0.169
H -0.7252 1.9357 2.3572 1.088
```

Its LUMO energy is 0.5 eV. As for the charge: -1. The gap between HOMO and LUMO is 4.582 eV. The highest occupied orbital energy comes out at -0.1508 Eh. The value obtained for the relative energy (zero: lowest compared OMol25 entry of this formula, charge and spin) is 4.59 kcal/mol. The strongest force on any atom comes out at 1.36 eV/A. The calculation puts the total energy at -3387.6407 a.u.


Entry 2:
ORCA calculation (wB97M-V/def2-TZVPD) on a structure of composition C22H20MnN4O8.

```
55
Properties=species:S:1:pos:R:3:mulliken_spin:R:1
Mn -0.0598 0.9544 -0.0418 1.084
C 0.4117 -1.6382 2.9693 -0.002
N 0.9703 -1.5401 1.6255 -0.003
C 2.4354 -1.6380 1.5924 -0.002
C 0.2893 -2.2233 0.6468 0.007
C -1.0240 -1.0331 -1.4837 0.019
C -1.3751 -2.1245 -2.2474 -0.003
C -1.5483 -1.8078 -3.5873 0.004
C -1.3750 -0.4889 -4.0208 0.001
C -1.0108 0.5285 -3.1496 0.004
C -0.8127 0.2686 -1.7825 -0.046
H 0.6235 -2.6095 3.4307 0.000
H -0.6689 -1.4912 2.9452 0.001
H 0.8327 -0.8523 3.5931 0.000
H 2.7770 -2.6032 1.9775 0.000
H 2.8565 -0.8458 2.2092 0.000
H 2.8021 -1.4963 0.5791 0.001
H -0.3223 -3.0772 0.9521 0.000
H 0.8801 -2.4344 -0.2401 0.002
H -1.5032 -3.1260 -1.8626 0.000
H -1.8172 -2.5842 -4.2888 0.000
H -1.5195 -0.2663 -5.0697 0.001
H -0.8598 1.5271 -3.5404 0.000
C -2.2258 3.5406 1.4099 -0.007
C -2.6034 2.1127 1.3224 -0.007
N -1.8674 1.1072 0.8850 -0.008
C -2.6330 -0.0296 1.0026 0.017
C -3.8614 0.2829 1.5350 0.005
N -3.8245 1.6267 1.7148 -0.002
C -5.1270 -0.4376 1.9228 -0.001
O -5.1593 -1.7527 1.7843 0.000
O -6.0439 0.2130 2.3425 0.001
C -2.1314 -1.3417 0.6450 0.020
O -2.6308 -2.4230 0.7939 -0.002
O -0.8229 -1.2323 0.0588 -0.080
H -1.2676 3.6844 0.9136 0.001
H -2.1229 3.8334 2.4560 0.000
H -2.9934 4.1634 0.9516 0.001
H -4.6018 2.1516 2.0911 0.000
H -4.3161 -2.1175 1.4524 0.000
O 6.4593 -0.3856 -1.9456 0.001
C 6.0614 0.7191 -1.5319 0.001
O 6.6793 1.7550 -1.2466 0.001
C 4.5419 0.7907 -1.3093 0.006
C 3.7232 -0.2490 -1.7430 0.000
C 2.3732 -0.2119 -1.4735 0.027
N 1.8097 0.7852 -0.7823 -0.045
C 2.5765 1.8330 -0.4291 0.029
C 3.9327 1.8699 -0.6752 -0.002
C 1.8114 2.9640 0.2096 -0.015
O 2.3426 3.9827 0.5728 0.006
O 0.5160 2.7156 0.3286 -0.011
H 4.1873 -1.0748 -2.2658 0.000
H 1.7031 -0.9943 -1.8154 -0.003
H 4.5328 2.7206 -0.3814 0.000
```

The expectation value of S² is 1.01. Its LUMO energy (spin up / spin down) is -2.5 / -2.5 eV. The multiplicity is 2. The gap between HOMO and LUMO (spin up / spin down) is 4.926 / 4.903 eV. The highest occupied orbital energy (spin up / spin down) comes out at -0.2722 / -0.2722 Eh. The value obtained for the relative energy (zero: lowest compared OMol25 entry of this formula, charge and spin) is 39.47 kcal/mol. The strongest force on any atom comes out at 0.69 eV/A. The calculation puts the total energy at -2822.2154 a.u.